w.
The following is a DFT calculation (ωB97M-V with the def2-TZVPD basis set) of a structure of composition C30H57N4O4P2PdSe2Si.

The geometry in XYZ format:
```
101
Properties=species:S:1:pos:R:3:lowdin_charge:R:1
Pd -0.142 0.402 0.296 0.46
Se -0.510 -2.202 0.845 0.96
Se 1.357 0.502 2.552 1.01
P 3.164 0.518 -1.235 0.54
P -2.164 0.823 1.678 0.66
Si 0.148 5.258 -1.238 0.38
O 2.013 -0.189 -0.554 -0.39
O -3.706 0.738 1.245 -0.30
O -2.049 -0.233 2.877 -0.39
O -2.181 2.191 2.489 -0.29
N 3.985 1.582 -0.320 -0.17
N 4.276 -0.630 -1.655 -0.18
N -1.365 0.127 -1.546 0.20
N 2.642 1.286 -2.578 -0.16
C 4.034 3.051 -0.489 -0.17
C 3.854 -1.690 -2.591 -0.19
C 0.265 3.547 -0.620 -0.25
C -0.360 6.371 0.165 -0.18
C 6.130 -1.126 -3.034 -0.17
C 4.504 1.184 1.007 -0.19
C -3.574 2.366 -3.296 -0.06
C -3.988 1.549 -4.352 -0.05
C -2.410 3.449 1.811 -0.07
C -2.631 -0.267 -3.546 -0.01
C 3.521 1.945 -3.564 -0.18
C 0.304 2.400 -0.185 -0.23
C 0.720 -2.344 2.346 -0.50
C 5.165 -2.309 -3.069 -0.16
C -2.960 -0.185 4.000 -0.07
C 2.677 1.960 -4.833 -0.16
C 0.619 -2.984 -0.525 -0.36
C 5.737 -0.411 -1.746 -0.20
C 1.766 5.836 -1.935 -0.18
C -1.151 5.309 -2.567 -0.18
C 4.714 3.535 0.795 -0.15
C 1.263 2.138 -4.280 -0.16
C 0.674 0.343 4.357 -0.34
C 1.249 1.227 -3.059 -0.21
C -2.696 1.893 -2.351 -0.01
C 4.356 2.462 1.820 -0.18
C -2.213 0.554 -2.458 -0.39
C -3.511 0.238 -4.471 -0.07
C 1.878 -1.362 2.319 -0.51
C -4.169 -0.415 0.512 -0.08
H -1.438 6.311 0.349 0.03
H 3.315 2.571 2.133 0.07
H 2.401 -1.374 1.366 0.03
H 4.461 1.400 -3.688 0.11
H 5.069 -2.769 -4.051 0.11
H -2.331 2.511 -1.541 0.09
H 0.970 0.203 -3.338 0.11
H -2.087 4.874 -2.204 0.01
H -2.246 -1.277 -3.619 0.12
H 5.984 0.650 -1.750 0.11
H 5.555 0.882 0.943 0.12
H -3.984 -1.328 1.080 0.08
H 0.089 -2.222 3.224 0.05
H 2.109 5.195 -2.753 0.02
H -2.347 4.221 2.571 0.09
H 3.758 2.966 -3.264 0.10
H -3.834 -0.382 -5.296 0.11
H 2.982 2.752 -5.516 0.11
H 4.601 3.343 -1.369 0.10
H 7.178 -1.423 -3.040 0.11
H 0.481 1.880 -4.995 0.11
H -0.113 -0.403 4.420 0.01
H -5.237 -0.287 0.373 0.10
H 5.956 -0.475 -3.896 0.11
H 0.016 -3.018 -1.430 0.03
H 3.938 0.348 1.414 0.07
H 1.485 -2.350 -0.683 -0.02
H -4.678 1.936 -5.090 0.11
H -3.937 3.383 -3.226 0.11
H 5.797 3.561 0.659 0.11
H 0.160 6.098 1.087 0.03
H 0.275 1.316 4.638 0.04
H 0.890 -3.994 -0.231 0.03
H 4.386 4.535 1.074 0.11
H 2.547 5.862 -1.168 0.03
H 3.021 3.445 -0.574 0.08
H -3.408 3.455 1.373 0.09
H 5.497 -3.077 -2.365 0.12
H 2.757 1.005 -5.358 0.11
H -2.629 0.575 4.703 0.09
H -3.974 0.038 3.675 0.09
H 6.245 -0.866 -0.892 0.11
H 0.571 1.578 -2.293 0.03
H -2.931 -1.166 4.465 0.09
H 3.203 -2.416 -2.103 0.10
H -3.683 -0.485 -0.457 0.06
H 2.587 -1.594 3.115 0.08
H 1.514 0.087 4.998 0.04
H 3.301 -1.259 -3.436 0.11
H 1.114 3.174 -3.964 0.10
H -0.840 4.746 -3.452 0.03
H 4.995 2.476 2.703 0.12
H -0.122 7.415 -0.064 0.04
H -1.643 3.605 1.057 0.04
H 1.649 6.852 -2.328 0.04
H -1.352 6.340 -2.875 0.04
H 1.088 -3.370 2.346 0.08
```

Results
⟨S²⟩   6.07
Multiplicity   5
Orbital gap (spin up / spin down)   7.99 / 6.83 eV
E_LUMO (spin up / spin down)   -0.0589 / -0.1413 Ha
Net charge   +1

---

x.
The following is a DFT calculation (ωB97M-V with the def2-TZVPD basis set) of a structure of composition C30H57N4O4P2PdSe2Si.

The geometry in XYZ format:
```
101
Properties=species:S:1:pos:R:3:lowdin_charge:R:1
Pd 0.255 0.800 1.057 0.60
Se -1.830 2.642 -0.954 0.91
Se -0.363 3.248 2.073 0.98
P 2.030 1.082 2.619 0.60
P -0.729 -1.902 -0.746 0.56
Si 3.694 2.271 -2.380 0.40
O 3.206 -0.001 2.545 -0.29
O 2.679 2.502 2.370 -0.35
O -1.212 -0.648 -0.081 -0.38
O 1.776 1.117 4.195 -0.29
N 0.597 -2.479 0.079 -0.19
N -1.936 -3.036 -0.727 -0.17
N -1.381 0.255 2.531 0.19
N -0.240 -1.817 -2.314 -0.18
C -2.455 -3.787 -1.873 -0.19
C 2.904 3.203 -3.798 -0.18
C -1.018 4.382 -0.580 -0.52
C 0.072 4.304 0.477 -0.50
C -4.318 -3.255 -0.480 -0.15
C 1.162 -1.564 -2.735 -0.17
C -1.149 -1.102 -3.232 -0.19
C 1.535 1.353 -0.435 -0.25
C -3.007 -2.954 0.283 -0.18
C 4.776 3.433 -1.383 -0.18
C -4.284 -1.407 3.925 -0.07
C 0.833 -4.744 0.739 -0.16
C 1.163 -3.766 -0.379 -0.20
C 4.731 0.846 -3.015 -0.18
C 3.763 2.998 3.185 -0.06
C -0.317 0.085 -3.696 -0.17
C -3.636 0.347 1.834 -0.03
C -2.235 3.722 2.295 -0.36
C 1.064 -0.537 -3.873 -0.15
C -2.977 -1.009 3.785 -0.01
C -4.934 -0.067 2.009 -0.06
C -2.621 -0.120 2.728 -0.40
C -5.266 -0.941 3.047 -0.05
C 1.022 -3.881 1.983 -0.15
C 1.338 -0.086 4.844 -0.09
C -2.545 3.070 -2.710 -0.39
C 0.478 -2.512 1.559 -0.21
C 3.692 -0.503 1.282 -0.09
C -3.907 -3.332 -1.955 -0.16
C 2.376 1.640 -1.271 -0.23
H 5.041 0.195 -2.194 0.03
H -4.730 -4.210 -0.155 0.11
H -2.070 -0.817 -2.720 0.11
H 4.173 4.185 -0.870 0.03
H 5.357 2.896 -0.631 0.03
H -6.291 -1.262 3.172 0.11
H -5.703 0.280 1.331 0.12
H 4.382 -1.306 1.525 0.09
H 2.150 -0.809 4.882 0.09
H -4.557 -2.084 4.723 0.11
H 2.245 -3.665 -0.508 0.12
H 3.658 3.529 -4.517 0.04
H 1.618 -2.495 -3.079 0.11
H -5.075 -2.494 -0.295 0.10
H 5.481 3.952 -2.036 0.03
H -2.844 -3.693 1.074 0.11
H -3.342 0.992 1.016 0.07
H 5.636 1.224 -3.497 0.04
H 0.966 3.814 0.089 0.03
H -1.863 -3.604 -2.764 0.10
H 4.493 2.212 3.368 0.09
H 1.037 0.193 5.849 0.09
H 4.204 0.286 0.734 0.08
H -0.565 -2.385 1.867 0.09
H 1.144 -1.031 -4.843 0.12
H -3.953 -2.346 -2.421 0.10
H 0.506 -4.269 2.861 0.11
H -0.280 0.832 -2.902 0.08
H 1.463 -5.632 0.728 0.12
H 0.331 5.303 0.827 0.07
H -3.007 -1.961 0.736 0.08
H -2.411 -4.861 -1.655 0.12
H 1.859 0.204 -3.799 0.07
H -3.237 3.907 -2.653 0.03
H -2.582 3.230 3.201 0.03
H 2.084 -3.804 2.229 0.11
H 3.368 3.368 4.128 0.09
H -2.280 4.800 2.430 0.04
H 1.746 -1.176 -1.901 0.09
H 4.199 0.234 -3.745 0.02
H 4.221 3.805 2.622 0.09
H -1.731 3.292 -3.396 0.03
H 2.387 4.091 -3.430 0.03
H 1.048 -1.699 2.013 0.06
H -0.702 0.545 -4.606 0.12
H -0.568 4.731 -1.510 0.07
H 0.739 -4.053 -1.342 0.11
H -4.533 -4.009 -2.534 0.11
H 0.484 -0.514 4.312 0.05
H -1.412 -1.748 -4.076 0.12
H 2.870 -0.875 0.669 0.05
H -0.210 -5.058 0.650 0.11
H -2.826 3.406 1.440 -0.03
H -2.205 -1.360 4.457 0.11
H 2.175 2.586 -4.329 0.02
H -3.078 2.188 -3.055 0.02
H -1.796 5.089 -0.293 0.07
```

Results
⟨S²⟩   6.07
Multiplicity   5
Orbital gap (spin up / spin down)   8.10 / 6.23 eV
E_LUMO (spin up / spin down)   -0.0590 / -0.1529 Ha
Net charge   +1

---

Least stable: x

---

w.
The following is a DFT calculation (ωB97M-V with the def2-TZVPD basis set) of a structure of composition CH2NOS3.

The geometry in XYZ format:
```
8
Properties=species:S:1:pos:R:3:lowdin_charge:R:1
S 0.617 -2.993 -0.529 -0.24
S 0.885 -0.974 -0.625 0.19
S 3.940 0.024 -0.654 0.61
O 2.414 0.643 1.363 -0.05
N -0.089 -0.205 0.531 -0.42
C 2.759 0.168 0.352 -1.12
H -0.994 -0.449 0.896 0.01
H 0.669 0.001 1.293 0.02
```

Results
Orbital gap   6.34 eV
E_LUMO   0.1225 Ha
Net charge   -1

---

x.
The following is a DFT calculation (ωB97M-V with the def2-TZVPD basis set) of a cluster of 2 separate species, CH2NOS3 in total.

The geometry in XYZ format:
```
8
Properties=species:S:1:pos:R:3:lowdin_charge:R:1
S 2.121 0.137 0.086 0.42
S 0.375 -2.102 -0.009 0.66
S -2.052 -0.132 -0.179 0.50
O -0.101 2.264 -0.018 -0.21
N -0.569 0.262 0.218 -0.62
C 0.503 -0.407 0.025 -1.41
H -1.037 -2.089 0.095 -0.17
H 0.762 2.068 -0.219 -0.18
```

Results
Orbital gap (spin up / spin down)   6.16 / 6.17 eV
E_LUMO (spin up / spin down)   0.0872 / 0.0874 Ha
Net charge   -1

---

y.
The following is a DFT calculation (ωB97M-V with the def2-TZVPD basis set) of the ion CH2NOS3 with charge -1.

The geometry in XYZ format:
```
8
Properties=species:S:1:pos:R:3:lowdin_charge:R:1
S 2.420 0.238 0.044 0.37
S 0.496 -2.535 0.222 0.40
S -1.959 -0.332 0.165 0.72
O -0.088 1.336 -0.154 -0.35
N -0.299 0.031 -0.099 -0.75
C 0.587 -0.890 0.099 -1.12
H -2.496 0.965 -0.069 -0.10
H 1.340 1.187 -0.208 -0.18
```

Results
Orbital gap   6.93 eV
E_LUMO   0.1167 Ha
Net charge   -1

---

z.
The following is a DFT calculation (ωB97M-V with the def2-TZVPD basis set) of a structure of composition CH2NOS3.

The geometry in XYZ format:
```
8
Properties=species:S:1:pos:R:3:lowdin_charge:R:1
S -2.332 -1.352 -0.898 0.42
S 3.466 -0.087 -0.733 0.43
S -1.394 0.195 1.167 0.44
O -2.983 1.208 -0.603 -0.15
N 2.247 -0.099 0.393 -0.45
C -2.383 0.245 -0.220 -1.64
H 1.730 -0.856 0.454 -0.08
H 1.649 0.746 0.441 0.02
```

Results
Orbital gap (spin up / spin down)   6.74 / 5.85 eV
E_LUMO (spin up / spin down)   0.0887 / 0.0641 Ha
Net charge   -1

---

Least stable: x

---

w.
The following is a DFT calculation (ωB97M-V with the def2-TZVPD basis set) of a structure of composition CH2NOS3.

The geometry in XYZ format:
```
8
Properties=species:S:1:pos:R:3:lowdin_charge:R:1
S -0.273 -1.304 1.946 0.52
S -1.321 1.281 0.130 0.52
S -2.448 1.295 -2.828 0.34
O 1.319 0.418 1.101 -0.28
N 0.229 0.476 1.616 -0.59
C -1.434 0.860 -1.558 -1.23
H -0.674 0.135 -1.715 -0.05
H 0.768 -1.914 1.445 -0.22
```

Results
Orbital gap   7.29 eV
E_LUMO   0.1204 Ha
Net charge   -1

---

x.
The following is a DFT calculation (ωB97M-V with the def2-TZVPD basis set) of the ion CH2NOS3 with charge -1.

The geometry in XYZ format:
```
8
Properties=species:S:1:pos:R:3:lowdin_charge:R:1
S 0.721 -1.843 0.072 0.54
S -2.343 -1.059 0.159 0.44
S 1.119 1.324 0.207 0.70
O -1.567 1.348 0.167 -0.28
N -1.252 0.123 0.144 -0.97
C 0.032 -0.114 0.135 -1.04
H 2.069 -1.465 0.094 -0.16
H 1.221 1.685 -0.979 -0.23
```

Results
Orbital gap   6.55 eV
E_LUMO   0.1169 Ha
Net charge   -1

---

Least stable: w